# 1
The following is a DFT calculation (wB97M-V/def2-TZVPD) of 2 unconnected molecules or ions with the total composition C32H26N2O3P in a non-equilibrium geometry.

Element x y z (Å)
C: -4.550 0.444 6.433
C: -3.709 1.556 6.315
C: -2.981 1.768 5.137
C: -3.082 0.859 4.068
P: -2.359 1.159 2.401
C: -2.772 2.928 2.173
C: -1.797 3.927 2.247
C: -2.155 5.259 2.008
C: -3.476 5.583 1.687
C: -4.457 4.586 1.657
C: -4.109 3.256 1.911
C: -0.593 1.174 2.268
C: 0.121 0.085 1.844
N: 0.934 -0.741 1.647
O: -3.042 0.276 1.404
C: -3.899 -0.275 4.213
C: -4.643 -0.472 5.379
H: -5.136 0.293 7.340
H: -3.636 2.272 7.137
H: -2.357 2.660 5.044
H: -0.767 3.672 2.489
H: -1.394 6.036 2.063
H: -3.745 6.614 1.457
H: -5.493 4.834 1.428
H: -4.869 2.471 1.913
H: -0.022 1.894 2.870
H: -3.983 -0.978 3.383
H: -5.307 -1.335 5.458
C: 7.063 -1.628 0.238
N: 6.130 -2.385 -0.577
C: 6.668 -3.627 -1.113
C: 4.812 -1.960 -0.776
C: 4.457 -1.180 -1.915
C: 3.156 -0.759 -2.082
C: 2.113 -1.144 -1.198
C: 0.748 -0.700 -1.432
C: 0.202 -0.845 -2.669
C: -1.187 -0.431 -3.077
O: -2.023 0.145 -2.400
C: -1.345 -0.872 -4.496
C: -0.175 -1.508 -4.929
C: -0.051 -2.017 -6.217
C: -1.144 -1.884 -7.085
C: -2.336 -1.253 -6.645
C: -2.442 -0.736 -5.344
C: 0.812 -1.589 -3.819
O: 1.873 -2.202 -3.871
C: 2.482 -1.983 -0.126
C: 3.795 -2.317 0.145
H: 6.561 -0.750 0.665
H: 7.447 -2.262 1.050
H: 7.915 -1.302 -0.376
H: 5.886 -4.189 -1.639
H: 7.493 -3.410 -1.809
H: 7.072 -4.241 -0.294
H: 5.219 -0.966 -2.676
H: 2.927 -0.087 -2.907
H: 0.111 -0.305 -0.649
H: 0.884 -2.497 -6.508
H: -1.071 -2.274 -8.106
H: -3.182 -1.170 -7.335
H: -3.346 -0.238 -4.984
H: 1.704 -2.340 0.544
H: 4.050 -2.900 1.040

Cartesian forces (eV/Å) of the 6 atoms listed first:
0.127 -0.009 -0.249
0.086 -0.127 -0.259
-0.266 -0.354 0.030
-0.281 -0.086 0.342
1.516 0.048 -1.172
-0.209 -0.015 0.311

- Lowest unoccupied orbital energy: 1.712 eV
- E_HOMO: -0.1404 hartree
- Charge: -1
- ΔE to the lowest compared entry with this formula, charge and spin: 0.196 eV
- Spin multiplicity: 1

Now the natural (NBO) charges, all in e: C -0.224; C -0.247; C -0.138; C -0.401; P 1.921; C -0.291; C -0.221; C -0.227; C -0.225; C -0.224; C -0.215; C -1.078; C 0.345; N -0.575; O -1.109; C -0.189; C -0.224; H 0.201; H 0.203; H 0.206; H 0.227; H 0.203; H 0.201; H 0.203; H 0.228; H 0.230; H 0.245; H 0.204; C -0.390; N -0.503; C -0.389; C 0.159; C -0.205; C -0.155; C -0.121; C 0.010; C -0.255; C 0.515; O -0.498; C -0.037; C -0.146; C -0.168; C -0.208; C -0.202; C -0.202; C 0.533; O -0.540; C -0.124; C -0.240; H 0.215; H 0.170; H 0.168; H 0.214; H 0.168; H 0.171; H 0.201; H 0.204; H 0.267; H 0.230; H 0.211; H 0.212; H 0.235; H 0.262; H 0.212

=====

# 2
The following is a DFT calculation (wB97M-V/def2-TZVPD) of 3 unconnected molecules or ions with the total composition C8H6O4S2 in a non-equilibrium geometry.

Element x y z (Å)
C: -1.373 2.490 0.396
C: -0.150 2.756 0.939
C: -1.647 1.304 -0.239
C: 0.871 1.821 0.862
C: -0.560 0.408 -0.418
C: 0.687 0.658 0.141
C: 1.724 -0.305 -0.025
C: 2.566 -1.166 -0.099
O: 5.047 -1.772 -0.615
O: -2.461 -3.001 -2.162
O: 4.093 -2.079 1.662
O: -3.525 -1.464 -0.529
S: 3.958 -2.371 0.177
S: -2.497 -2.564 -0.804
H: -2.127 3.229 0.395
H: 0.139 3.740 1.127
H: -2.544 1.031 -0.921
H: 1.845 2.043 1.290
H: -0.732 -0.542 -0.968
H: -3.311 -4.214 -0.210

Cartesian forces (eV/Å) of the 6 atoms listed first:
-1.112 -0.087 -0.362
1.055 -1.138 -0.606
0.471 -2.133 -2.578
0.339 0.676 0.174
-1.529 -0.334 -0.107
-0.264 -0.800 -0.051

- Lowest unoccupied orbital energy: 5.181 eV
- E_HOMO: -0.0430 hartree
- Charge: -2
- ΔE to the lowest compared entry with this formula, charge and spin: 2.439 eV
- Spin multiplicity: 1

Now the natural (NBO) charges, all in e: C -0.249; C -0.242; C -0.204; C -0.211; C -0.191; C -0.031; C -0.156; C -0.224; O -1.043; O -1.022; O -1.043; O -1.039; S 1.511; S 1.469; H 0.187; H 0.190; H 0.247; H 0.209; H 0.231; H -0.388